{
  "formula": "C9H9Cl7CuF12MgNaO12S4",
  "method": "ωB97M-V/def2-TZVPD",
  "homo_ev": [-12.42, -12.42],
  "e_lumo_ha": [-0.2163, -0.3249],
  "spin_multiplicity": 2,
  "total_charge": 1,
  "de_lowest_kcal_mol": 0.0,
  "elements": ["Na", "Cu", "Mg", "C", "F", "F", "F", "S", "O", "O", "O", "C", "F", "F", "F", "S", "O", "O", "O", "C", "F", "F", "F", "S", "O", "O", "O", "C", "F", "F", "F", "S", "O", "O", "O", "Cl", "C", "C", "Cl", "H", "H", "H", "H", "Cl", "C", "C", "Cl", "H", "H", "H", "H", "C", "Cl", "Cl", "Cl", "H"],
  "positions_angstrom": [[10.12, 7.08, -32.79], [13.48, 3.18, -32.10], [11.23, 3.68, -36.12], [8.91, 2.33, -32.54], [9.14, 1.12, -33.02], [7.76, 2.79, -32.99], [8.89, 2.31, -31.21], [10.28, 3.45, -33.01], [10.42, 3.31, -34.44], [9.88, 4.77, -32.63], [11.43, 2.93, -32.28], [14.70, 6.23, -34.96], [14.54, 6.97, -36.03], [15.37, 5.11, -35.27], [15.35, 6.90, -34.02], [13.03, 5.75, -34.36], [12.45, 5.00, -35.47], [13.29, 4.95, -33.15], [12.26, 6.91, -34.08], [12.20, 0.06, -34.42], [12.67, -1.11, -34.79], [10.99, 0.23, -34.95], [12.14, 0.13, -33.10], [13.30, 1.43, -35.06], [14.45, 0.82, -35.62], [12.48, 2.21, -35.97], [13.65, 2.24, -33.87], [7.39, 5.80, -36.34], [6.66, 6.68, -35.69], [7.33, 4.61, -35.70], [6.93, 5.60, -37.57], [9.17, 6.31, -36.42], [9.41, 6.99, -35.16], [9.87, 5.02, -36.54], [9.34, 7.11, -37.58], [10.89, 3.76, -29.03], [10.19, 2.85, -27.66], [8.80, 2.26, -27.93], [7.72, 3.43, -28.71], [10.07, 3.50, -26.80], [10.92, 2.09, -27.42], [8.35, 2.04, -26.97], [8.87, 1.35, -28.52], [3.46, 1.17, -33.13], [4.79, 0.22, -32.46], [4.53, -1.27, -32.53], [4.75, -1.83, -34.23], [4.92, 0.48, -31.40], [5.75, 0.46, -32.92], [3.52, -1.52, -32.22], [5.29, -1.79, -31.97], [5.59, 4.89, -31.13], [4.75, 4.99, -32.67], [4.55, 5.27, -29.76], [7.04, 5.89, -31.16], [5.86, 3.85, -31.00]]
}



{
  "formula": "C9H13Br12FN2O4S",
  "method": "ωB97M-V/def2-TZVPD",
  "homo_ev": -10.09,
  "e_lumo_ha": -0.0120,
  "elements": ["N", "C", "C", "N", "C", "C", "O", "C", "O", "S", "O", "O", "F", "H", "H", "H", "H", "H", "H", "H", "H", "H", "C", "Br", "Br", "Br", "H", "C", "Br", "Br", "Br", "H", "C", "Br", "Br", "Br", "H", "C", "Br", "Br", "Br", "H"],
  "positions_angstrom": [[1.73, -0.62, 1.17], [1.46, 0.56, 0.63], [1.62, 1.83, 1.58], [1.15, 3.12, 1.01], [-0.27, 3.44, 1.26], [-1.34, 2.63, 0.40], [-2.67, 2.57, 1.03], [-3.53, 1.95, 0.05], [-3.38, 0.78, -0.35], [1.72, 3.49, -0.54], [3.07, 2.86, -0.82], [1.93, 4.99, -0.60], [0.73, 3.05, -1.80], [1.58, -1.36, 0.44], [1.16, 0.57, -0.46], [1.07, 1.63, 2.57], [2.75, 1.94, 1.77], [-0.50, 3.22, 2.37], [-0.45, 4.56, 1.09], [-1.50, 3.22, -0.58], [-1.03, 1.58, 0.08], [-4.41, 2.55, -0.38], [-0.31, -3.98, -1.15], [1.59, -3.88, -0.79], [-1.10, -2.22, -1.36], [-0.70, -5.13, -2.66], [-0.78, -4.43, -0.27], [3.30, -5.11, 2.76], [5.20, -5.00, 3.12], [2.50, -3.35, 2.54], [2.90, -6.27, 1.26], [2.83, -5.55, 3.64], [0.08, 2.56, -5.40], [0.83, 2.28, -7.17], [-1.35, 3.86, -5.41], [-0.47, 0.89, -4.58], [0.88, 2.97, -4.78], [-3.31, -3.30, 2.16], [-1.40, -3.19, 2.51], [-4.10, -1.54, 1.94], [-3.70, -4.45, 0.66], [-3.77, -3.74, 3.04]]
}



{
  "formula": "C9H13MnNO2",
  "method": "ωB97M-V/def2-TZVPD",
  "homo_ev": [-0.77, -3.06],
  "e_lumo_ha": [0.1360, 0.1333],
  "spin_multiplicity": 5,
  "total_charge": -1,
  "de_lowest_kcal_mol": 0.0,
  "elements": ["C", "C", "C", "C", "C", "Mn", "N", "C", "C", "H", "H", "H", "H", "H", "H", "H", "H", "H", "H", "C", "O", "C", "O", "H", "H", "H"],
  "positions_angstrom": [[0.57, 0.16, -2.13], [-0.59, -0.69, -2.12], [-0.25, -1.92, -1.44], [1.13, -1.82, -1.00], [1.64, -0.52, -1.42], [0.02, -0.29, -0.15], [0.36, 1.44, 0.33], [-1.01, 1.76, 0.59], [-1.73, 0.42, 0.33], [-0.89, -2.79, -1.31], [-1.54, -0.48, -2.59], [1.70, -2.61, -0.53], [2.66, -0.17, -1.28], [0.65, 1.12, -2.63], [-2.42, 0.45, -0.52], [-1.37, 2.57, -0.06], [1.08, 2.06, 0.71], [-2.13, -0.03, 1.25], [-1.18, 2.12, 1.63], [0.69, -0.48, 3.95], [0.09, -0.30, 2.65], [0.56, -1.02, 1.61], [1.33, -1.97, 1.72], [-0.13, -0.68, 4.63], [1.18, 0.46, 4.19], [1.41, -1.31, 3.94]]
}



{
  "formula": "C4H5Cl2N2",
  "method": "ωB97M-V/def2-TZVPD",
  "homo_ev": -14.23,
  "e_lumo_ha": -0.2519,
  "total_charge": 1,
  "de_lowest_kcal_mol": 69.7,
  "elements": ["C", "C", "C", "C", "N", "N", "Cl", "Cl", "H", "H", "H", "H", "H"],
  "positions_angstrom": [[0.85, -0.99, -0.54], [1.32, 0.65, 1.18], [-0.47, -0.40, -1.26], [-1.52, -0.03, -0.42], [1.47, -0.54, 0.46], [0.23, 0.91, 1.74], [-2.28, -1.34, 0.40], [-2.26, 1.45, -0.47], [1.17, -1.87, -0.91], [2.15, 1.32, 1.34], [-0.09, 0.41, -1.97], [-0.67, -1.29, -1.85], [0.10, 1.73, 2.30]]
}



{
  "formula": "CH2N4O2",
  "method": "ωB97M-V/def2-TZVPD",
  "homo_ev": -9.78,
  "e_lumo_ha": -0.0371,
  "de_lowest_kcal_mol": 145.3,
  "elements": ["O", "N", "N", "C", "N", "N", "O", "H", "H"],
  "positions_angstrom": [[-1.36, 0.15, 1.37], [-0.36, -0.71, 0.79], [-0.48, -0.75, -0.49], [0.57, -0.27, -1.20], [1.15, 0.80, -0.65], [1.04, 1.10, 0.48], [0.86, -0.22, 1.28], [-2.07, 0.39, 0.74], [0.65, -0.49, -2.33]]
}



{
  "formula": "C3H9N2S",
  "method": "ωB97M-V/def2-TZVPD",
  "homo_ev": -2.58,
  "e_lumo_ha": 0.1444,
  "total_charge": -1,
  "de_lowest_kcal_mol": 18.9,
  "elements": ["N", "C", "C", "N", "C", "S", "H", "H", "H", "H", "H", "H", "H", "H", "H"],
  "positions_angstrom": [[2.67, 0.66, -1.24], [1.40, -0.17, -1.17], [0.45, 0.14, -0.02], [-0.11, 1.54, -0.10], [-0.77, -0.79, -0.01], [-1.91, -0.72, 1.34], [3.37, -0.04, -0.95], [2.85, 1.25, -0.44], [0.89, -0.25, -2.15], [1.71, -1.23, -1.09], [1.03, 0.09, 0.89], [-0.87, 1.47, 0.59], [-0.71, 1.47, -0.94], [-0.29, -1.85, -0.11], [-1.29, -0.54, -0.94]]
}



{
  "formula": "C5H8N2",
  "method": "ωB97M-V/def2-TZVPD",
  "homo_ev": -10.03,
  "e_lumo_ha": 0.0315,
  "de_lowest_kcal_mol": 28.2,
  "elements": ["C", "C", "C", "C", "N", "C", "N", "H", "H", "H", "H", "H", "H", "H", "H"],
  "positions_angstrom": [[1.18, -0.20, -0.89], [-0.10, 0.20, -0.18], [-0.95, -0.95, 0.33], [-0.25, -1.78, 1.32], [0.31, -2.43, 2.10], [-0.16, 1.50, 0.52], [-0.92, 1.28, -0.71], [0.97, -0.90, -1.71], [1.68, 0.68, -1.30], [1.87, -0.69, -0.18], [-1.26, -1.60, -0.50], [-1.87, -0.56, 0.79], [0.73, 2.12, 0.49], [-0.76, 1.61, 1.42], [-0.46, 1.73, -1.50]]
}